C30H30N5O6PPdS2 | ωB97M-V with the def2-TZVPD basis set

Last column: Löwdin charge in e.
Positions of all 75 atoms, in Å:
1 Pd -0.0092 -0.3750 -0.6438  0.802
2 C -2.5115 -1.6838 0.9916  -0.077
3 N -1.7569 -1.6669 -0.2587  -0.115
4 C -1.0995 -2.9519 -0.5695  -0.091
5 C 0.2019 -2.9956 0.1651  -0.317
6 N 0.8278 -1.9030 0.5699  0.057
7 C 1.9445 -2.3489 1.2900  -0.205
8 C 2.9035 -1.6735 2.0447  -0.020
9 C 3.8921 -2.4234 2.6475  -0.054
10 C 3.9373 -3.8216 2.5304  -0.051
11 C 2.9678 -4.5097 1.8335  0.009
12 C 1.9761 -3.7437 1.2339  -0.172
13 N 0.8421 -4.1157 0.5249  0.207
14 C -2.7053 -0.3040 1.5230  -0.223
15 N -1.6846 0.6079 1.6250  0.224
16 C -2.2464 1.7150 2.0237  -0.148
17 C -1.6104 2.8763 2.5411  0.010
18 C -2.3111 3.5753 3.4577  0.027
19 C -3.6773 3.2273 3.8683  -0.008
20 C -4.3716 2.2649 3.2683  0.058
21 C -3.7677 1.5965 2.0689  -0.358
22 N -3.8604 0.1384 1.9436  0.236
23 H -3.4924 -2.1472 0.8619  0.151
24 H -1.9565 -2.2580 1.7397  0.156
25 H -2.3596 -1.3670 -1.0249  0.112
26 H -1.7197 -3.8138 -0.3032  0.142
27 H -0.9285 -2.9843 -1.6473  0.139
28 H 2.8677 -0.6061 2.1927  0.095
29 H 4.6445 -1.9233 3.2420  0.116
30 H 4.7320 -4.3682 3.0188  0.118
31 H 2.9723 -5.5894 1.7676  0.124
32 H 0.5470 -5.0575 0.3221  0.185
33 H -0.5721 3.0776 2.3195  0.136
34 H -1.8362 4.4077 3.9622  0.133
35 H -4.1235 3.7967 4.6721  0.130
36 H -5.4038 2.0433 3.5056  0.142
37 H -4.7388 -0.3365 1.7773  0.198
38 O -4.4281 2.2141 0.9645  -0.143
39 S -4.0208 1.9881 -0.6343  0.727
40 O -5.1392 2.5184 -1.3070  -0.156
41 O -3.6343 0.6146 -0.7611  -0.249
42 C -2.6298 3.0735 -0.7424  -0.245
43 C -2.7808 4.2752 -0.0551  -0.054
44 C -1.8081 5.2591 -0.1384  -0.035
45 C -0.6937 5.0476 -0.9293  -0.021
46 C -0.5652 3.8658 -1.6471  -0.036
47 C -1.5170 2.8583 -1.5703  -0.206
48 S -1.3617 1.5716 -2.8304  0.503
49 O -0.1496 1.8760 -3.5347  -0.305
50 O -2.6092 1.5912 -3.5250  -0.237
51 O -1.2279 0.2157 -2.1585  -0.479
52 H -3.6713 4.4493 0.5322  0.130
53 H -1.9401 6.1924 0.3916  0.125
54 H 0.0606 5.8169 -1.0263  0.124
55 H 0.2604 3.7311 -2.3334  0.109
56 C 2.5034 1.2170 -2.8347  -0.211
57 P 2.0827 0.1769 -1.4182  0.885
58 C 3.0376 0.9499 -0.0766  -0.217
59 C 2.7443 -1.4423 -1.8813  -0.382
60 C 3.9744 -1.9267 -1.4499  -0.078
61 C 4.4331 -3.1551 -1.9077  -0.054
62 C 3.6738 -3.8938 -2.8028  -0.054
63 C 2.4499 -3.4068 -3.2481  -0.060
64 C 1.9832 -2.1865 -2.7874  -0.111
65 H 3.5957 1.1943 -2.8777  0.077
66 H 2.1646 2.2419 -2.6944  0.043
67 H 2.0876 0.8191 -3.7569  0.060
68 H 4.0095 0.4808 0.0656  0.050
69 H 2.4808 0.9220 0.8539  0.021
70 H 3.1963 1.9929 -0.3510  0.059
71 H 4.5824 -1.3665 -0.7515  0.100
72 H 5.3911 -3.5280 -1.5708  0.117
73 H 4.0424 -4.8431 -3.1682  0.116
74 H 1.8704 -3.9703 -3.9677  0.115
75 H 1.0388 -1.7935 -3.1543  0.103

Atoms 1-3, force components in eV/Å:
0.42 -0.55 -0.40
-0.02 -0.02 0.03
0.02 0.22 -0.08

Relative energy (zero: lowest compared OMol25 entry of this formula, charge and spin)   0.00 kcal per mole
Electronic energy   -3151.51523 hartree
HOMO-LUMO gap   6.27 eV
Max |F|   0.93 eV/Å
Net charge   +2
HOMO level   -14.1 eV